# 1
Density functional theory data (wB97M-V/def2-TZVPD) for C17H22CoN4O4S2Si as an isolated structure in a non-equilibrium geometry.

Calculated values
* net charge: -2
* LUMO energy (alpha / beta): 4.64 / 4.62 eV
* ⟨S²⟩: 3.77
* 2S+1: 4

Atoms and positions in Å:
Co  -0.3779  -0.2862  -0.4097
N  -1.0930  3.6732  -2.1107
C  -0.8289  2.5433  -1.3602
S  0.1794  1.3641  -2.0968
N  -1.3959  2.4755  -0.1978
N  -1.1708  1.3542  0.5381
C  -1.8562  1.2861  1.6417
C  -1.7828  0.2493  2.6155
C  -2.6414  0.2995  3.7188
C  -2.6250  -0.6611  4.7057
C  -1.7231  -1.7179  4.6058
C  -0.8746  -1.8108  3.5288
C  -0.8670  -0.8483  2.4885
O  -0.0701  -0.9937  1.5006
H  -0.3969  3.8652  -2.8141
H  -1.3961  4.4718  -1.5714
H  -2.5551  2.1046  1.8438
H  -3.3510  1.1167  3.7740
H  -3.3065  -0.5929  5.5438
H  -1.7002  -2.4728  5.3827
H  -0.1862  -2.6385  3.4316
C  -2.4812  -2.3554  -2.6524
Si  -2.4001  -1.1803  -1.0903
C  -3.7032  0.1814  -1.5985
C  -3.4355  -2.2058  0.2131
H  -3.5067  -2.5175  -2.9745
H  -2.0409  -3.3264  -2.4434
H  -1.9368  -1.9222  -3.4855
H  -4.6916  -0.2299  -1.7989
H  -3.3643  0.7020  -2.4889
H  -3.8021  0.9263  -0.8145
H  -4.3578  -2.5951  -0.2160
H  -3.6983  -1.5921  1.0702
H  -2.8639  -3.0488  0.5904
N  1.0980  -2.0501  -0.8819
C  2.5154  -2.0566  -0.8974
C  3.2029  -1.3294  0.0715
C  4.5838  -1.3824  0.1243
C  5.2855  -2.1514  -0.7814
C  4.6172  -2.8433  -1.7674
C  3.2328  -2.7953  -1.8344
S  7.0895  -2.2533  -0.6867
O  7.4653  -1.5518  0.5419
O  7.3825  -3.6908  -0.6528
O  7.5650  -1.5972  -1.9073
H  0.7180  -2.6737  -1.5873
H  0.7674  -2.3233  0.0428
H  2.6299  -0.7409  0.7740
H  5.1496  -0.8451  0.8696
H  5.1973  -3.4307  -2.4640
H  2.7029  -3.3457  -2.6044

Per-atom Löwdin charges, elementary charge units:
1 Co 0.2858
2 N 0.0236
3 C -0.9225
4 S 0.5575
5 N -0.0357
6 N -0.1115
7 C -0.0979
8 C -0.1666
9 C -0.0777
10 C -0.1424
11 C -0.1216
12 C -0.0288
13 C -0.3775
14 O -0.1638
15 H 0.0492
16 H 0.0710
17 H 0.1154
18 H 0.0983
19 H 0.0791
20 H 0.0886
21 H 0.1041
22 C -0.2699
23 Si 0.4975
24 C -0.2558
25 C -0.2506
26 H -0.0026
27 H -0.0086
28 H -0.0037
29 H 0.0007
30 H 0.0012
31 H -0.0091
32 H -0.0001
33 H -0.0026
34 H -0.0007
35 N 0.0486
36 C -0.3065
37 C -0.0223
38 C -0.0584
39 C -0.2772
40 C -0.0733
41 C -0.0391
42 S 0.4115
43 O -0.3949
44 O -0.3960
45 O -0.3912
46 H 0.0881
47 H 0.0725
48 H 0.1032
49 H 0.1027
50 H 0.1102
51 H 0.0997



# 2
Density functional theory data (wB97M-V/def2-TZVPD) for C17H22FeN3O4STe as an isolated structure in a non-equilibrium geometry.

Calculated values
* net charge: 0
* LUMO energy (alpha / beta): -0.16 / -1.16 eV
* ⟨S²⟩: 8.76
* 2S+1: 6

Atoms and positions in Å:
Fe  0.1497  1.2274  -0.0668
N  1.7700  1.4863  -1.7374
C  2.2204  2.8850  -1.8090
C  1.9962  3.6261  -0.4889
O  2.6824  4.6080  -0.2241
N  0.9535  3.1468  0.2029
C  0.5259  3.8300  1.4046
C  -0.0694  2.8207  2.3643
O  -0.2716  3.0941  3.5290
O  -0.3786  1.6863  1.7761
H  1.6788  1.0749  -2.6605
H  2.4532  0.9291  -1.2373
H  3.2695  2.9841  -2.0797
H  1.6367  3.3993  -2.5756
H  1.3152  4.3988  1.8859
H  -0.3007  4.5222  1.1930
C  -1.6012  4.3166  -1.3753
Te  -1.6728  2.2657  -1.9451
C  -3.5228  1.9849  -0.9260
H  -2.2857  4.8852  -2.0006
H  -0.5808  4.6772  -1.4923
H  -1.8958  4.3866  -0.3309
H  -3.3146  1.8682  0.1340
H  -3.9928  1.0861  -1.3150
H  -4.1502  2.8544  -1.1093
N  3.1909  -8.2808  -0.6407
C  2.9056  -7.1745  -0.5031
C  2.5420  -5.7889  -0.3373
C  1.2369  -5.4483  0.0097
C  0.8847  -4.1195  0.1586
C  1.8270  -3.1052  -0.0364
C  3.1351  -3.4605  -0.3801
C  3.4910  -4.7877  -0.5299
C  1.4662  -1.7165  0.0890
C  1.1982  -0.5298  0.1203
H  0.5064  -6.2318  0.1620
H  -0.1255  -3.8516  0.4258
H  3.8683  -2.6788  -0.5275
H  4.5037  -5.0599  -0.7950
C  -3.4327  -2.0166  0.5640
S  -1.8171  -1.3209  0.9060
C  -2.2225  -0.5641  2.4756
O  -1.6938  -0.1774  -0.0881
H  -3.5960  -2.8417  1.2605
H  -3.4202  -2.3908  -0.4590
H  -4.2034  -1.2538  0.6815
H  -2.3532  -1.3558  3.2181
H  -3.1275  0.0358  2.3714
H  -1.3785  0.0749  2.7386

Per-atom Löwdin charges, elementary charge units:
1 Fe 0.7511
2 N -0.0467
3 C -0.1604
4 C -0.5635
5 O 0.0321
6 N -0.0700
7 C -0.1285
8 C -0.5925
9 O 0.0710
10 O -0.1828
11 H 0.0953
12 H 0.0631
13 H 0.1188
14 H 0.1141
15 H 0.1292
16 H 0.1168
17 C -0.4063
18 Te 1.3106
19 C -0.4098
20 H 0.0072
21 H 0.0025
22 H 0.0084
23 H 0.0016
24 H -0.0001
25 H 0.0123
26 N 0.1533
27 C -0.1824
28 C -0.2342
29 C -0.0240
30 C -0.0245
31 C -0.2390
32 C -0.0201
33 C -0.0225
34 C -0.1308
35 C -0.0843
36 H 0.1195
37 H 0.0901
38 H 0.1184
39 H 0.1207
40 C -0.2423
41 S 0.8849
42 C -0.2264
43 O -0.6836
44 H 0.0618
45 H 0.0580
46 H 0.0596
47 H 0.0681
48 H 0.0678
49 H 0.0381



# 3
Density functional theory data (wB97M-V/def2-TZVPD) for C17H22IrN3O5S5 as an isolated structure in a non-equilibrium geometry.

Calculated values
* net charge: 0
* LUMO energy (alpha / beta): -3.46 / -3.49 eV

Atoms and positions in Å:
Ir  0.4446  -0.8654  -0.5846
C  1.4514  -1.6373  2.4477
C  0.8006  -0.3495  2.9280
S  0.1624  0.7076  1.5653
C  1.4528  1.9870  1.4075
C  2.8338  1.4690  1.0763
S  2.8829  0.6268  -0.5578
C  4.1134  -0.6788  -0.2029
C  3.5900  -1.8851  0.5514
S  3.2801  -1.5835  2.3343
H  1.0681  -1.8966  1.4515
H  1.2255  -2.4560  3.1274
H  1.4682  0.2556  3.5369
H  -0.0839  -0.5916  3.5161
H  1.4775  2.5295  2.3529
H  1.0859  2.6508  0.6248
H  3.1898  0.7536  1.8174
H  3.5292  2.3076  1.0406
H  4.9403  -0.1997  0.3209
H  4.4483  -0.9974  -1.1907
H  4.3412  -2.6749  0.5237
H  2.6720  -2.2602  0.0895
S  1.0997  -0.7826  -5.1852
C  1.1190  -1.0398  -3.6247
N  1.1481  -1.2511  -2.4644
O  -3.0718  -1.8850  -0.1557
C  -2.2435  -2.7793  -0.1591
C  -2.5355  -4.2737  -0.1901
C  -1.1585  -4.9164  -0.3317
C  -0.2117  -3.7399  -0.2299
O  1.0079  -3.7507  -0.2297
N  -0.9070  -2.5770  -0.1419
H  -3.2118  -4.4987  -1.0147
H  -3.0384  -4.5546  0.7345
H  -1.0188  -5.3900  -1.3042
H  -0.9347  -5.6617  0.4314
N  -1.5676  0.1139  -1.4218
C  -1.8324  1.4644  -1.1687
C  -1.3751  2.4464  -2.0500
C  -1.6037  3.7843  -1.7763
C  -2.2655  4.1048  -0.6169
C  -2.7684  3.1646  0.2495
C  -2.5416  1.8278  -0.0214
S  -2.5484  5.8754  -0.1819
O  -1.6026  6.5797  -1.0144
O  -2.2577  5.8683  1.2356
O  -3.9431  5.9861  -0.5562
H  -1.5279  -0.0837  -2.4182
H  -2.2364  -0.5099  -0.9379
H  -0.8445  2.1592  -2.9465
H  -1.2654  4.5646  -2.4363
H  -3.3165  3.4863  1.1178
H  -2.9215  1.0580  0.6318

Per-atom Löwdin charges, elementary charge units:
1 Ir 1.0451
2 C -0.5236
3 C -0.4624
4 S 0.8935
5 C -0.4699
6 C -0.4970
7 S 0.9026
8 C -0.4884
9 C -0.5051
10 S 0.8984
11 H -0.0108
12 H 0.0779
13 H 0.0834
14 H 0.0802
15 H 0.1007
16 H 0.0874
17 H 0.0085
18 H 0.0944
19 H 0.0876
20 H 0.0850
21 H 0.0821
22 H 0.0234
23 S 0.6215
24 C -1.0036
25 N -0.1596
26 O 0.0458
27 C -0.4791
28 C -0.0615
29 C -0.0633
30 C -0.5060
31 O 0.0300
32 N 0.0273
33 H 0.1300
34 H 0.1289
35 H 0.1321
36 H 0.1281
37 N 0.1001
38 C -0.3388
39 C -0.0065
40 C -0.0325
41 C -0.2253
42 C -0.0378
43 C -0.0442
44 S 0.4011
45 O -0.3481
46 O -0.3503
47 O -0.3321
48 H 0.1224
49 H 0.0595
50 H 0.1163
51 H 0.1180
52 H 0.1236
53 H 0.1109



# 4
Density functional theory data (wB97M-V/def2-TZVPD) for an isolated molecule of C17H22N2O2S in a non-equilibrium geometry.

Calculated values
* SMILES: CCCCCCSC1=C(C#N)[C@H](c2ccc(C)o2)CC(=O)N1
* net charge: 0
* LUMO energy: 0.38 eV

Atoms and positions in Å:
C  -5.9149  -1.6328  0.1313
C  -5.8170  -0.1927  0.6213
C  -4.3765  0.2953  0.7776
C  -3.6350  0.4168  -0.5522
C  -2.2429  1.0167  -0.3604
C  -1.4993  1.1057  -1.6822
H  -1.3500  0.1234  -2.1321
H  -2.0427  1.7292  -2.3921
S  0.1147  1.9602  -1.5220
C  0.9442  0.9568  -0.3351
C  1.7589  1.4968  0.5982
C  1.9312  2.8774  0.7462
N  2.0858  4.0022  0.9213
C  2.5688  0.5674  1.4847
C  3.8335  0.1935  0.7765
C  5.1424  0.4272  1.0682
C  5.8923  -0.1688  0.0228
C  4.9892  -0.7204  -0.8346
O  3.7339  -0.5004  -0.3831
C  5.1547  -1.4759  -2.1032
H  4.7674  -0.9003  -2.9439
H  4.6045  -2.4146  -2.0553
H  6.2069  -1.6832  -2.2718
H  6.9584  -0.1829  -0.0726
H  5.5253  0.9550  1.9173
C  1.7185  -0.6693  1.7963
C  1.1878  -1.3082  0.5327
O  1.0626  -2.4950  0.3556
N  0.7745  -0.4088  -0.4177
H  0.4018  -0.8010  -1.2724
H  2.2944  -1.4124  2.3484
H  0.8574  -0.3785  2.4066
H  2.8389  1.0811  2.4111
H  -1.6802  0.3971  0.3423
H  -2.3268  2.0169  0.0703
H  -3.5376  -0.5685  -1.0112
H  -4.2113  1.0488  -1.2317
H  -3.8339  -0.3906  1.4323
H  -4.3892  1.2748  1.2619
H  -6.3468  0.4643  -0.0721
H  -6.3132  -0.1168  1.5914
H  -5.5281  -1.7312  -0.8796
H  -5.3506  -2.2959  0.7835
H  -6.9524  -1.9586  0.1276

Per-atom Löwdin charges, elementary charge units:
1 C -0.1142
2 C -0.2707
3 C -0.2289
4 C -0.2225
5 C -0.2716
6 C -0.4634
7 H 0.0725
8 H 0.0797
9 S 1.0039
10 C -0.5128
11 C -0.2188
12 C -0.2334
13 N 0.1680
14 C -0.1794
15 C -0.2401
16 C -0.0009
17 C -0.0178
18 C -0.3116
19 O 0.0868
20 C -0.0055
21 H 0.0847
22 H 0.0860
23 H 0.0838
24 H 0.1079
25 H 0.1114
26 C -0.0247
27 C -0.4619
28 O 0.1003
29 N 0.1094
30 H 0.1491
31 H 0.1381
32 H 0.1410
33 H 0.1607
34 H 0.1053
35 H 0.1181
36 H 0.1113
37 H 0.1210
38 H 0.1144
39 H 0.1122
40 H 0.1050
41 H 0.1029
42 H 0.0629
43 H 0.0741
44 H 0.0679



The records above give, respectively, calculated total energy values of -3649.7666; -3056.0584; -3296.6750; -1319.1724 Ha.
The records above give, respectively, ΔE to the lowest compared entry with this formula, charge and spin values of 0.00; 21.78; 323.79; 224.19 kJ/mol.